Entry 1:
Here is 8 unconnected molecules or ions with the total composition C19H33Cl3O26S5 at a distorted geometry from the Open Molecules 2025 dataset. Energies are from the ωB97M-V functional and the def2-TZVPD basis.

Geometry as ORCA input:
```
! RIJCOSX wB97M-V def2-TZVPD def2/J DEFGRID3
* xyz 0 1
C -3.60357 -4.21911 1.19646
C -5.07824 -4.11192 0.88838
C -5.94701 -4.01120 2.13583
O -6.69764 -2.82994 1.91634
C -6.26120 -2.18165 0.83539
O -6.68243 -1.14192 0.50535
O -5.33288 -2.92991 0.24033
H -2.94036 -4.17254 0.33271
H -3.39861 -5.05064 1.87073
H -3.11501 -3.40316 1.72905
H -5.42848 -4.94077 0.27319
H -5.30241 -4.05229 3.01383
H -6.54627 -4.92167 2.13026
C 3.19972 0.12195 6.62553
C 3.13704 -1.41170 6.64651
C 3.17081 -1.99695 8.04355
O 2.29226 -3.16923 7.81293
C 1.47919 -2.92729 6.80677
O 0.61428 -3.74535 6.50387
O 1.79347 -1.77786 6.24905
H 4.18635 0.56561 6.75906
H 2.52089 0.57769 7.34635
H 2.80609 0.46396 5.66836
H 3.95527 -1.85653 6.08020
H 2.80131 -1.31819 8.81222
H 4.19536 -2.26236 8.30422
O 0.69214 8.65900 6.29029
S 2.16411 8.51864 6.15234
O 2.98020 8.92672 7.30467
O 2.61668 7.01428 5.60670
C 2.62284 7.00396 4.17863
C 3.22153 8.28945 3.79122
O 2.73899 9.22854 4.76049
H 3.24159 6.19857 3.78291
H 1.59374 6.85851 3.85016
H 2.92274 8.74343 2.84638
H 4.31043 8.26828 3.83528
O 1.63380 -9.71130 1.44373
S 1.60767 -8.37459 0.88688
O 0.40827 -7.85305 0.23895
O 1.98024 -7.27808 2.05638
C 2.62810 -6.10738 1.47047
C 3.29992 -6.62029 0.14241
O 2.92229 -7.93540 -0.01416
H 1.84536 -5.39626 1.20641
H 3.39438 -5.56014 2.01951
H 4.38550 -6.57623 0.23004
H 2.91947 -5.96149 -0.63820
O -5.48736 5.44607 -3.85880
S -4.19369 6.08629 -3.67725
O -3.05217 5.21359 -3.75699
O -3.91058 7.32153 -4.72043
C -3.34131 8.44601 -4.06257
C -3.35528 8.25026 -2.53954
O -4.13220 7.12155 -2.40428
H -2.30373 8.48062 -4.39475
H -3.90902 9.29223 -4.44951
H -3.81198 9.09153 -2.01820
H -2.40948 7.91920 -2.11064
O -1.36976 -1.66942 -6.32218
S -2.31490 -2.07539 -5.20967
O -1.76992 -3.01504 -4.24404
O -3.01358 -0.72930 -4.47015
C -4.21647 -0.39214 -5.19485
C -4.70007 -1.69459 -5.84965
O -3.68842 -2.57171 -5.94383
H -4.94379 0.07559 -4.53128
H -3.98039 0.38967 -5.91675
H -5.22283 -1.47743 -6.78113
H -5.49388 -2.15793 -5.26376
O 6.29825 -1.65212 -4.56427
S 5.07425 -1.17749 -5.19999
O 4.24002 -0.28559 -4.42624
O 5.41782 -0.63041 -6.74364
C 4.82378 -1.48934 -7.69994
C 4.73759 -2.87594 -7.12177
O 4.28765 -2.50024 -5.76697
H 3.82252 -1.08128 -7.83803
H 5.37714 -1.56077 -8.63631
H 5.71497 -3.32342 -6.94126
H 3.96338 -3.51184 -7.55111
Cl 0.57731 0.39046 0.85803
C 0.14730 1.76488 -0.11993
Cl 1.52686 2.94551 -0.15175
Cl -1.25499 2.56096 0.59178
H -0.08058 1.44317 -1.13613
*
```

Summary:
HOMO: -0.3953 hartree
SMILES: C[C@H]1COC(=O)O1.C[C@H]1COC(=O)O1.O=S1(=O)OCCO1.O=S1(=O)OCCO1.O=S1(=O)OCCO1.O=S1(=O)OCCO1.O=S1(=O)OCCO1.ClC(Cl)Cl
strongest force on any atom: 4.8 eV/Å
energy above the lowest of the compared OMol25 structures with the same formula, charge and spin: 106.93 kcal per mole

Entry 2:
Here is 2 unconnected molecules or ions with the total composition C3H3N3O at a distorted geometry from the Open Molecules 2025 dataset. Energies are from the ωB97M-V functional and the def2-TZVPD basis.

Geometry as ORCA input:
```
! RIJCOSX wB97M-V def2-TZVPD def2/J DEFGRID3
* xyz 0 1
C 1.74673 -0.60909 0.01277
N 1.21029 0.28431 0.69907
C 0.36862 1.20517 0.30158
N -0.40339 2.02424 0.10188
H 2.44960 -1.23965 0.52694
H 1.68002 -0.73074 -1.02175
N -1.12428 -1.70529 -0.13672
C -1.69319 -0.72277 -0.12139
O -2.46175 0.34946 -0.26729
H -1.77264 1.14435 -0.09508
*
```

Summary:
HOMO: -0.4085 hartree
SMILES: C=NC#N.N#CO
strongest force on any atom: 4.3 eV/Å
energy above the lowest of the compared OMol25 structures with the same formula, charge and spin: 62.01 kcal per mole

Entry 3:
Here is a molecular structure, C14H32CoN4O16S2Sr2 at a distorted geometry from the Open Molecules 2025 dataset. Energies are from the ωB97M-V functional and the def2-TZVPD basis.

Geometry as ORCA input:
```
! RIJCOSX wB97M-V def2-TZVPD def2/J DEFGRID3
* xyz 4 4
Sr -2.11488 -2.51020 3.52283
Sr -1.52382 -5.09483 0.42126
Co 1.64030 -2.47313 1.60845
O 1.10293 -0.98834 0.39754
C -0.21840 -0.49009 0.31625
C -1.34976 -1.52867 0.10401
O -1.62475 -2.57919 0.97878
H -0.34989 0.17639 -0.54108
H -0.36873 0.11137 1.22051
H -1.21600 -1.83027 -0.95018
H -2.26127 -0.97151 -0.16198
C -4.76816 -2.43401 -1.47577
N -5.57306 -3.16071 -2.52594
O -5.03085 -3.87408 -3.32795
O -6.76679 -2.96030 -2.41204
H -3.99527 -3.15990 -1.21697
H -5.48187 -2.16289 -0.70663
H -4.31942 -1.55244 -1.92894
C -2.03783 2.98346 -0.93867
N -1.00863 3.34803 0.08070
O -1.42616 3.61273 1.20239
O 0.14901 3.29230 -0.24574
H -2.60372 2.16394 -0.48999
H -1.59083 2.59650 -1.84673
H -2.73208 3.81978 -0.97157
C 3.44996 0.24375 -1.79166
C 2.36417 1.17539 -2.28486
O 2.81880 1.54034 -3.57891
S 3.68638 0.39019 -4.33057
O 4.92127 0.91639 -4.86211
O 2.82746 -0.28416 -5.28742
O 3.90332 -0.49460 -2.97247
H 3.33426 -0.53805 -1.04814
H 4.41236 0.76258 -1.69597
H 2.19790 2.00679 -1.60323
H 1.39491 0.68009 -2.38570
C 3.15809 2.02074 1.52014
C 4.42362 1.24501 1.78040
O 5.20759 2.00350 2.63958
S 4.35004 3.31418 3.30430
O 4.78217 4.51649 2.67947
O 4.47563 3.15710 4.73649
O 2.93664 2.73763 2.75666
H 2.23016 1.47261 1.37421
H 3.27259 2.86799 0.83634
H 5.00189 1.08893 0.85582
H 4.33657 0.22367 2.17391
C -2.23027 1.33630 3.51950
O -2.19304 0.08759 3.36400
N -2.20397 2.04741 4.61867
C -1.91407 3.48647 4.54413
C -2.18885 1.52564 6.00215
H -2.12922 1.89364 2.57979
H -0.94191 3.60098 5.02643
H -2.65213 4.10257 5.05217
H -1.82348 3.79739 3.50708
H -2.71198 2.20257 6.67281
H -2.60942 0.52934 6.11512
H -1.14193 1.49787 6.30882
C 0.50122 -4.28001 -2.20724
O -0.23170 -5.10912 -1.65099
N 0.20089 -3.65490 -3.35276
C 0.98113 -2.49834 -3.74928
C -1.16089 -3.78139 -3.84660
H 1.49117 -4.04837 -1.79068
H 0.56236 -1.58325 -3.32116
H 1.02725 -2.46332 -4.83629
H 2.03194 -2.43052 -3.46116
H -1.41620 -4.80599 -4.13341
H -1.95066 -3.59269 -3.11293
H -1.31214 -3.24038 -4.77695
*
```

Summary:
HOMO (spin up / spin down): -0.6716 / -0.6667 hartree
strongest force on any atom: 4.2 eV/Å

strongest force on any atom of number 1 (C19H33Cl3O26S5)?
4.8 eV/Å

Repeat the third record exactly.
Here is a molecular structure, C14H32CoN4O16S2Sr2 at a distorted geometry from the Open Molecules 2025 dataset. Energies are from the ωB97M-V functional and the def2-TZVPD basis.

Geometry as ORCA input:
```
! RIJCOSX wB97M-V def2-TZVPD def2/J DEFGRID3
* xyz 4 4
Sr -2.11488 -2.51020 3.52283
Sr -1.52382 -5.09483 0.42126
Co 1.64030 -2.47313 1.60845
O 1.10293 -0.98834 0.39754
C -0.21840 -0.49009 0.31625
C -1.34976 -1.52867 0.10401
O -1.62475 -2.57919 0.97878
H -0.34989 0.17639 -0.54108
H -0.36873 0.11137 1.22051
H -1.21600 -1.83027 -0.95018
H -2.26127 -0.97151 -0.16198
C -4.76816 -2.43401 -1.47577
N -5.57306 -3.16071 -2.52594
O -5.03085 -3.87408 -3.32795
O -6.76679 -2.96030 -2.41204
H -3.99527 -3.15990 -1.21697
H -5.48187 -2.16289 -0.70663
H -4.31942 -1.55244 -1.92894
C -2.03783 2.98346 -0.93867
N -1.00863 3.34803 0.08070
O -1.42616 3.61273 1.20239
O 0.14901 3.29230 -0.24574
H -2.60372 2.16394 -0.48999
H -1.59083 2.59650 -1.84673
H -2.73208 3.81978 -0.97157
C 3.44996 0.24375 -1.79166
C 2.36417 1.17539 -2.28486
O 2.81880 1.54034 -3.57891
S 3.68638 0.39019 -4.33057
O 4.92127 0.91639 -4.86211
O 2.82746 -0.28416 -5.28742
O 3.90332 -0.49460 -2.97247
H 3.33426 -0.53805 -1.04814
H 4.41236 0.76258 -1.69597
H 2.19790 2.00679 -1.60323
H 1.39491 0.68009 -2.38570
C 3.15809 2.02074 1.52014
C 4.42362 1.24501 1.78040
O 5.20759 2.00350 2.63958
S 4.35004 3.31418 3.30430
O 4.78217 4.51649 2.67947
O 4.47563 3.15710 4.73649
O 2.93664 2.73763 2.75666
H 2.23016 1.47261 1.37421
H 3.27259 2.86799 0.83634
H 5.00189 1.08893 0.85582
H 4.33657 0.22367 2.17391
C -2.23027 1.33630 3.51950
O -2.19304 0.08759 3.36400
N -2.20397 2.04741 4.61867
C -1.91407 3.48647 4.54413
C -2.18885 1.52564 6.00215
H -2.12922 1.89364 2.57979
H -0.94191 3.60098 5.02643
H -2.65213 4.10257 5.05217
H -1.82348 3.79739 3.50708
H -2.71198 2.20257 6.67281
H -2.60942 0.52934 6.11512
H -1.14193 1.49787 6.30882
C 0.50122 -4.28001 -2.20724
O -0.23170 -5.10912 -1.65099
N 0.20089 -3.65490 -3.35276
C 0.98113 -2.49834 -3.74928
C -1.16089 -3.78139 -3.84660
H 1.49117 -4.04837 -1.79068
H 0.56236 -1.58325 -3.32116
H 1.02725 -2.46332 -4.83629
H 2.03194 -2.43052 -3.46116
H -1.41620 -4.80599 -4.13341
H -1.95066 -3.59269 -3.11293
H -1.31214 -3.24038 -4.77695
*
```

Summary:
HOMO (spin up / spin down): -0.6716 / -0.6667 hartree
strongest force on any atom: 4.2 eV/Å

Which formula does entry 1 have?
C19H33Cl3O26S5